(1)
Computed, not measured: a molecular structure, C51H34BiCl2F5N11O6S, with ωB97M-V with the def2-TZVPD basis set.

Properties
Gap between HOMO and LUMO (alpha / beta)   4.76 / 7.57 eV
Charge   -2
DFT total energy   -137424.74558 eV
2S+1   2

Each line ends with the Mulliken spin population.
Atoms and positions in Å:
Bi (-0.024239, 0.398155, 0.718320)  -0.018
C (-4.664271, -1.686374, -4.355060)  0.004
C (-4.510360, -0.803133, -5.420381)  0.000
C (-3.405723, 0.015360, -5.464604)  0.000
C (-2.472979, -0.025149, -4.406173)  0.000
N (-2.624680, -0.880308, -3.395472)  -0.001
C (-3.677581, -1.688989, -3.387519)  0.000
N (-1.355906, 0.761190, -4.523710)  0.000
C (-0.881411, 1.539879, -3.618209)  0.000
N (-1.421889, 1.817907, -2.391608)  0.002
C (-0.669878, 2.773420, -1.832546)  -0.003
N (-0.977159, 3.482342, -0.783047)  0.002
C (-1.693969, 3.255233, 0.311962)  -0.011
C (-2.558818, 4.314351, 0.721649)  0.004
C (-3.263674, 4.238170, 1.884186)  -0.002
C (-3.096365, 3.120460, 2.709110)  0.007
C (-2.225256, 2.148360, 2.308191)  0.000
N (-1.542501, 2.172810, 1.147158)  0.018
C (0.456672, 3.163569, -2.709638)  -0.003
C (1.467517, 4.088572, -2.568042)  0.000
C (2.346160, 4.249360, -3.634280)  0.000
C (2.177073, 3.523521, -4.806643)  0.000
C (1.146717, 2.596900, -4.941170)  0.000
C (0.306753, 2.402098, -3.865338)  0.001
H (-5.512112, -2.353904, -4.290697)  0.000
H (-5.246197, -0.771375, -6.215092)  0.000
H (-3.239265, 0.704371, -6.280709)  0.000
H (-3.714534, -2.384981, -2.553484)  0.000
H (-2.640443, 5.164614, 0.060695)  0.000
H (-3.945664, 5.029524, 2.168650)  0.000
H (-3.632101, 3.032796, 3.642681)  0.000
H (-2.028296, 1.294441, 2.941448)  -0.018
H (1.575032, 4.661139, -1.656700)  0.000
H (3.156502, 4.961976, -3.550645)  0.000
H (2.857742, 3.690593, -5.632494)  0.000
H (0.996367, 2.065998, -5.873651)  0.000
F (2.105949, 1.146926, 5.838809)  0.006
C (1.167701, 0.532921, 5.075681)  0.116
C (1.104134, 0.802268, 3.722530)  -0.041
C (0.145110, 0.186516, 2.937245)  0.109
C (-0.790116, -0.725898, 3.510718)  0.033
C (-0.655122, -0.965338, 4.892434)  0.071
F (-1.508862, -1.799131, 5.541767)  0.003
C (0.298022, -0.362971, 5.675621)  -0.040
C (-1.798346, -1.293284, 2.659270)  0.306
C (-2.724339, -2.294971, 3.009093)  -0.137
C (-3.679433, -2.707874, 2.113986)  0.229
C (-3.731705, -2.113587, 0.820586)  0.057
C (-2.777079, -1.194421, 0.495451)  0.048
N (-1.833449, -0.784850, 1.366364)  0.212
H (1.820501, 1.492240, 3.298154)  0.000
H (0.371252, -0.588345, 6.729253)  -0.002
H (-2.679575, -2.750112, 3.985082)  0.002
H (-4.386170, -3.482646, 2.381238)  0.032
H (-4.494876, -2.390832, 0.107284)  0.003
H (-2.712450, -0.741020, -0.486939)  0.000
O (2.578907, 0.248659, -1.746838)  0.000
N (2.860029, -0.919583, -2.185024)  0.000
C (3.214912, -1.919875, -1.340797)  -0.001
C (3.468942, -3.195285, -1.789686)  0.001
C (3.392707, -3.486293, -3.143860)  0.000
C (3.059805, -2.450857, -4.004644)  0.000
C (2.810595, -1.188920, -3.514245)  0.000
H (3.196860, -1.661043, -0.295143)  0.000
H (3.706160, -3.956296, -1.059862)  0.000
H (3.557643, -4.488805, -3.512184)  0.000
H (2.973124, -2.617960, -5.069294)  0.000
H (2.536105, -0.351655, -4.133535)  0.000
F (-1.411955, -7.454662, -1.379353)  0.000
C (-0.223224, -6.873631, -1.665323)  0.000
F (-0.035375, -7.043229, -2.990563)  0.000
F (0.711866, -7.634884, -1.054611)  0.000
C (-0.176863, -5.440198, -1.236092)  0.008
C (-0.480180, -5.120593, 0.078560)  -0.034
C (-0.499029, -3.777100, 0.427559)  0.000
N (-0.199522, -2.804271, -0.420756)  0.003
C (0.146717, -3.127495, -1.657051)  0.016
C (0.144486, -4.433072, -2.132069)  -0.015
H (-0.710661, -5.885477, 0.805976)  0.003
H (-0.788672, -3.480271, 1.425220)  0.023
H (0.399191, -2.307623, -2.314470)  0.000
H (0.368118, -4.649200, -3.166604)  0.000
O (7.391697, 8.381986, 1.970355)  0.000
S (6.254928, 8.117731, 2.842643)  0.000
O (4.973430, 8.541802, 2.307648)  0.000
O (6.460350, 8.458754, 4.241713)  0.000
C (6.218439, 6.290571, 2.852921)  0.000
N (7.284844, 5.727956, 3.419002)  0.000
C (7.292176, 4.408828, 3.495218)  0.000
C (6.256395, 3.625840, 3.008471)  0.000
C (5.222333, 4.302617, 2.367118)  0.000
N (5.211857, 5.635059, 2.301186)  0.000
C (4.068671, 3.589495, 1.780806)  -0.001
C (4.098314, 2.222981, 1.506319)  0.000
C (2.947401, 1.597353, 1.067279)  0.006
N (1.792541, 2.244223, 0.896566)  -0.011
C (1.776423, 3.565728, 1.087769)  0.000
C (2.881679, 4.275740, 1.516410)  0.002
H (8.155608, 3.962805, 3.979295)  0.000
H (6.245600, 2.554785, 3.144079)  0.000
H (4.996224, 1.636416, 1.637046)  0.000
H (2.928528, 0.535105, 0.862643)  -0.004
H (0.835006, 4.060085, 0.887160)  0.000
H (2.857641, 5.346251, 1.666378)  0.000
Cl (3.181697, -3.047372, 4.529073)  0.000
C (3.115271, -1.922435, 3.177317)  0.006
Cl (4.722361, -1.727701, 2.437625)  0.000
C (2.099034, -2.373733, 2.052329)  -0.006
O (1.734840, -3.539847, 2.041308)  0.002
O (1.839272, -1.414761, 1.273347)  0.014
H (2.829582, -0.948854, 3.560686)  -0.002

Forces on atoms 1 to 3 (eV/Å):
Bi -0.03 -0.82 -0.03
C 0.00 0.01 -0.06
C -0.03 -0.03 0.01

***

(2)
Computed, not measured: 2 unconnected molecules or ions with the total composition C3H5F2P, with ωB97M-V with the def2-TZVPD basis set.

Properties
Gap between HOMO and LUMO   8.81 eV
Charge   0
Energy above the lowest of the compared OMol25 structures with the same formula, charge and spin   5.586 eV
DFT total energy   -17910.51512 eV
2S+1   1

Each line ends with the natural charge from an NBO analysis.
Atoms and positions in Å:
C (-1.987315, -0.236143, 0.553369)  0.007
C (1.344943, 0.064493, 0.134638)  -0.724
C (0.292852, -0.857337, 0.674896)  0.286
F (-2.207895, 0.526829, 1.598417)  -0.340
F (0.133259, -2.005806, -0.087343)  -0.367
P (-2.824153, -0.508195, -0.881509)  0.248
H (1.446141, 0.996190, 0.787495)  0.251
H (2.304308, -0.578658, -0.146795)  0.243
H (1.054933, 0.195902, -0.878941)  0.240
H (0.235717, -1.198494, 1.773909)  0.182
H (-4.147973, -0.470509, -0.224061)  -0.026

Forces on atoms 1 to 3 (eV/Å):
C 3.73 0.33 -0.85
C 0.92 -1.34 0.38
C -3.34 -1.40 1.13

***

(3)
Computed, not measured: C22H23N3O2S2 in the gas phase, with ωB97M-V with the def2-TZVPD basis set.

Properties
Gap between HOMO and LUMO   8.33 eV
Charge   0
SMILES string   CCN(CC)C(=S)SCC(=O)Nc1nc(-c2ccccc2)c(-c2ccccc2)o1
Energy above the lowest of the compared OMol25 structures with the same formula, charge and spin   0.329 eV
DFT total energy   -53423.92778 eV
2S+1   1

Each line ends with the natural charge from an NBO analysis.
Atoms and positions in Å:
C (4.897650, 2.291698, -0.755115)  -0.621
C (3.571301, 2.289188, -0.000322)  -0.220
N (3.247808, 0.992180, 0.566797)  -0.442
C (3.518369, 0.769162, 1.970734)  -0.217
C (4.932230, 0.257686, 2.236518)  -0.619
C (2.772398, 0.031310, -0.232257)  -0.024
S (2.415988, 0.270959, -1.818133)  -0.167
S (2.572083, -1.563367, 0.546006)  0.274
C (1.980345, -2.560200, -0.847234)  -0.659
C (1.059754, -3.648723, -0.383006)  0.683
O (1.363525, -4.816750, -0.353793)  -0.566
N (-0.212099, -3.272495, -0.007949)  -0.627
C (-0.793073, -2.036488, -0.000203)  0.652
N (-0.228891, -0.875394, -0.069983)  -0.521
C (-1.259892, 0.031222, -0.034988)  0.156
C (-0.983964, 1.459484, -0.146098)  -0.101
C (0.002001, 2.032461, 0.649789)  -0.192
C (0.283902, 3.381645, 0.540863)  -0.204
C (-0.400948, 4.164359, -0.373182)  -0.212
C (-1.374297, 3.594491, -1.177864)  -0.224
C (-1.669238, 2.249113, -1.065448)  -0.141
C (-2.445115, -0.657167, 0.076467)  0.189
C (-3.830190, -0.260911, 0.215369)  -0.015
C (-4.843864, -1.182957, -0.051052)  -0.225
C (-6.169971, -0.820764, 0.082321)  -0.193
C (-6.504966, 0.461566, 0.484891)  -0.217
C (-5.503626, 1.378785, 0.762813)  -0.207
C (-4.174864, 1.025163, 0.634514)  -0.207
O (-2.132282, -1.996411, 0.094609)  -0.417
H (5.724366, 2.031308, -0.100018)  0.199
H (4.860186, 1.577380, -1.572704)  0.232
H (5.076144, 3.280352, -1.168773)  0.214
H (2.767135, 2.569275, -0.687464)  0.239
H (3.604285, 3.012722, 0.816089)  0.194
H (3.361119, 1.714506, 2.497605)  0.205
H (2.795506, 0.041685, 2.351063)  0.216
H (5.673497, 1.003571, 1.963076)  0.206
H (5.043909, 0.030401, 3.292919)  0.216
H (5.114330, -0.648479, 1.666097)  0.223
H (1.482395, -1.851816, -1.518608)  0.301
H (2.846880, -3.012901, -1.330945)  0.256
H (-0.833517, -4.040041, 0.222016)  0.428
H (0.532617, 1.411967, 1.355959)  0.217
H (1.039095, 3.826895, 1.172282)  0.209
H (-0.174587, 5.216720, -0.461298)  0.214
H (-1.903600, 4.200957, -1.897852)  0.215
H (-2.424414, 1.800385, -1.694002)  0.214
H (-4.580622, -2.181122, -0.367362)  0.220
H (-6.945990, -1.541406, -0.129817)  0.213
H (-7.542058, 0.744226, 0.586467)  0.214
H (-5.760457, 2.376282, 1.087486)  0.215
H (-3.398589, 1.736992, 0.868097)  0.224

Forces on atoms 1 to 3 (eV/Å):
C -0.15 -0.04 0.11
C 0.18 0.38 -0.34
N -0.19 -0.11 0.07

***

(4)
Computed, not measured: a molecular structure, C15H15N8O7PPt, with ωB97M-V with the def2-TZVPD basis set.

Properties
Gap between HOMO and LUMO (alpha / beta)   7.57 / 6.74 eV
Charge   0
Energy above the lowest of the compared OMol25 structures with the same formula, charge and spin   0.260 eV
DFT total energy   -54578.70487 eV
2S+1   3

Each line ends with the Mulliken spin population.
Atoms and positions in Å:
Pt (-2.167052, 0.536325, -0.954650)  1.456
O (-2.253782, -3.194527, -2.552491)  0.005
C (-1.746856, -2.199475, -2.083827)  -0.001
O (-2.324562, -1.493037, -1.148615)  0.055
C (-0.312465, -1.869548, -2.482248)  -0.068
C (0.280487, -2.749894, -3.367672)  0.007
C (1.612798, -2.619769, -3.726819)  -0.003
C (2.411801, -1.639010, -3.179159)  0.005
C (1.837436, -0.775879, -2.272352)  0.046
C (0.448660, -0.794583, -1.947661)  0.008
O (-0.026127, 0.170327, -1.231357)  0.130
N (2.721169, 0.193051, -1.643405)  0.003
O (2.545623, 0.466954, -0.456466)  -0.001
O (3.612747, 0.670577, -2.304614)  -0.001
N (2.205569, -3.564905, -4.670409)  0.000
O (3.391417, -3.445129, -4.914354)  0.000
O (1.483194, -4.412901, -5.149610)  0.000
H (-0.321064, -3.553340, -3.768878)  0.000
H (3.458146, -1.562780, -3.436051)  0.000
N (-2.429346, 2.551146, -0.974551)  0.076
C (-2.591634, 3.661716, -1.313827)  -0.009
N (-2.720547, 4.907575, -1.482422)  0.018
C (-3.185375, 5.425903, -2.612941)  -0.004
N (-3.598958, 5.952273, -3.552920)  0.008
C (0.193303, 1.606215, 3.741662)  0.000
N (0.931729, 1.324384, 2.440261)  0.001
C (1.443324, -0.129788, 2.472579)  0.001
N (0.382842, -1.036752, 2.731258)  0.008
C (-0.301952, -0.695634, 3.971213)  -0.001
N (-0.849931, 0.660829, 3.947919)  0.022
C (-1.966257, 0.797331, 3.001149)  0.051
P (-1.417017, 0.428749, 1.265655)  0.167
C (0.038147, 1.564761, 1.261123)  0.007
C (-0.542842, -1.158652, 1.599210)  0.023
H (-0.195337, 2.622848, 3.682600)  -0.002
H (0.929700, 1.532268, 4.543229)  0.001
H (1.744762, 1.936567, 2.356045)  0.000
H (2.184237, -0.162043, 3.272833)  0.000
H (1.907221, -0.310330, 1.504242)  -0.002
H (0.407464, -0.766852, 4.798132)  0.001
H (-1.110166, -1.404550, 4.142118)  -0.002
H (-2.369586, 1.810300, 3.055642)  0.003
H (-2.761941, 0.111852, 3.294363)  0.000
H (-0.310856, 2.598599, 1.295171)  -0.004
H (0.612421, 1.394378, 0.350015)  0.000
H (-0.002516, -1.447018, 0.698389)  -0.004
H (-1.278038, -1.938538, 1.802495)  -0.003

Forces on atoms 1 to 3 (eV/Å):
Pt 0.06 0.00 -0.01
O -0.07 0.08 -0.04
C 0.29 -0.33 0.06